The following is a DFT calculation (ωB97M-V/def2-TZVPD) of a gas-phase ion, C6H9N2O (charge +1).

Geometry as XYZ:
```
18
Properties=species:S:1:pos:R:3:forces:R:3
C -2.12840 -2.14180 0.00391 0.438 1.574 2.565
C -1.55624 -0.95665 0.36486 -0.403 -2.494 -0.993
C -1.72405 0.20391 -0.45486 0.126 1.195 -0.636
C -0.97037 1.30119 -0.41870 -0.110 1.172 0.135
C 0.18545 1.43152 0.51900 0.640 -0.071 0.614
N 1.59534 1.55883 -0.10487 -1.451 3.562 -0.073
C 2.17168 0.45448 -0.07977 1.566 1.244 -0.520
N 2.85374 -0.43111 -0.35840 -1.055 -0.541 -1.256
O 3.60168 -1.37856 0.01730 1.875 -0.798 1.812
H -2.84352 -2.06902 -0.74959 -0.868 -0.243 -1.571
H -2.20626 -3.03251 0.63822 0.641 0.351 -0.328
H -0.90172 -0.83551 1.20202 0.128 -0.401 0.500
H -2.51895 0.31724 -1.16571 -0.705 -0.639 -0.054
H -1.39639 2.25932 -0.87606 1.120 -1.496 0.347
H 0.02459 2.33262 1.06758 0.262 0.628 0.680
H 0.40395 0.60065 1.26119 -1.044 0.986 -0.909
H 2.06770 2.51581 -0.37385 -1.157 -2.734 0.626
H 3.34177 -2.13041 -0.49226 -0.001 -1.295 -0.939
```
Positions in Å, forces in eV/Å.

Output
SMILES   C=C/C=C\C[NH+]=C=NO
E_tot   -11383.1219 eV
Relative energy (zero: lowest compared OMol25 entry of this formula, charge and spin)   120.1 kcal per mole
HOMO level   -12.48 eV
HOMO-LUMO gap   8.31 eV
Total charge   +1